ORCA calculation (wB97M-V/def2-TZVPD) on C6HO6Pd as an isolated structure at a distorted geometry.

Cartesian coordinates (Å):
O1 -2.600 -3.288 -0.359
C1 -1.894 -2.765 0.448
Pd1 0.303 0.606 -0.083
O2 1.960 -1.371 1.703
C2 1.113 -0.869 1.114
C3 1.528 2.007 0.034
O3 1.953 3.082 -0.162
C4 -1.195 1.594 -1.443
O4 -1.766 2.350 -2.175
C5 0.769 -0.669 -1.661
O5 1.167 -0.853 -2.746
H1 -1.050 -0.066 -0.379
O6 -1.547 1.114 2.497
C6 -1.115 0.879 1.453

Properties
- charge = +3
- energy relative to the best compared isomer or geometry (same formula, charge and spin) (eV) = 0.8717
- F_max (eV Å⁻¹) = 11.875
- HOMO-LUMO gap (alpha / beta) (eV) = 5.77 / 5.25
- multiplicity = 5
- E_tot (eV) = -21952.17606